Entry 1:
The following is a DFT calculation (ωB97M-V/def2-TZVPD) of 2 unconnected molecules or ions with the total composition C8H11N2O2S in a non-equilibrium geometry.

Total charge ... +1
F_max ... 0.0860 hartree/bohr
HOMO energy (spin up / spin down) ... -12.554 / -12.552 eV
M ... 199.3 g mol⁻¹
ΔE to the lowest compared entry with this formula, charge and spin ... 225.6 kJ/mol

Geometry (Å):
C -1.0544 -0.1138 -1.1522
C -0.5488 -1.3792 -1.2350
C -0.0813 -0.5463 0.7353
C 1.1552 2.6510 1.0944
C -0.1213 2.5573 1.3359
C 0.6416 -2.9566 0.5531
C 0.2365 -4.2546 -0.1489
C -1.1188 1.8065 0.4594
N -0.6811 0.4300 0.0398
N 0.0572 -1.6238 -0.0553
O 1.2799 -2.8669 1.5485
O -2.5351 -0.4775 2.2733
S -2.3615 -0.9891 3.6560
H -1.3882 0.3167 -2.0293
H -0.4975 -2.1020 -2.0818
H 0.3528 -0.4227 1.7771
H 1.9634 3.1333 1.7096
H 1.6803 2.2740 0.1649
H -0.6152 3.0543 2.1775
H -0.0235 -4.0753 -1.2359
H -0.5119 -4.6187 0.4337
H 1.1045 -4.8776 -0.0266
H -1.0811 2.5235 -0.4074
H -2.1464 1.7736 0.5854

Entry 2:
The following is a DFT calculation (ωB97M-V/def2-TZVPD) of 2 unconnected molecules or ions with the total composition CH4O2S.

SMILES ... O=CO.S
F_max ... 0.0155 hartree/bohr
HOMO energy ... -9.888 eV
M ... 80.1 g mol⁻¹
ΔE to the lowest compared entry with this formula, charge and spin ... 11.5 kJ/mol

Geometry (Å):
O -2.6515 2.4699 0.4561
C -1.8269 1.7775 -0.0562
O -1.8081 1.4368 -1.3561
H -1.0145 1.2652 0.4794
H -2.5469 1.9419 -1.7468
S 2.8769 -2.4632 0.4283
H 2.5846 -2.0084 1.6501
H 2.0201 -3.4860 0.5358

Entry 3:
The following is a DFT calculation (ωB97M-V/def2-TZVPD) of 11 unconnected molecules or ions with the total composition C3H30N2O11 in a non-equilibrium geometry.

SMILES ... NC[C@H](N)CO.O.O.O.O.O.O.O.O.O.O
F_max ... 0.1924 hartree/bohr
HOMO energy ... -8.530 eV
M ... 270.3 g mol⁻¹
ΔE to the lowest compared entry with this formula, charge and spin ... 450.3 kJ/mol

Geometry (Å):
N 0.3903 1.9177 -0.4410
C -0.1362 0.5705 -0.3272
C 0.5718 -0.3639 -1.4366
N -0.3200 -1.0838 -2.2285
C 1.7387 -1.1010 -0.8104
O 2.8123 -1.2781 -1.7602
H 0.1211 2.5240 -1.2118
H 0.3319 2.4207 0.4731
H 0.0135 0.2524 0.7335
H -1.2156 0.5034 -0.4759
H 1.0382 0.3868 -2.2343
H -1.3351 -1.0033 -2.0459
H -0.0951 -2.0358 -2.4517
H 1.4463 -2.1265 -0.6012
H 2.2657 -0.6343 0.0229
H 3.2126 -2.0984 -1.5230
O 0.0178 2.4636 -3.0575
H 0.1300 2.8141 -3.9853
H 0.3361 1.5825 -2.9909
O -0.4303 1.4113 2.4468
H -0.0019 0.8018 3.0611
H -1.1588 0.8722 1.9479
O 2.9195 1.2572 3.4121
H 3.5646 1.5419 2.9576
H 2.1403 1.6133 3.0771
O -3.0173 0.4835 1.0499
H -3.1501 1.3871 0.5718
H -3.4942 -0.1138 0.3983
O 0.7746 0.0817 4.4271
H 0.7105 1.0948 4.4922
H 1.7070 0.0224 4.5238
O 3.2500 1.9045 0.1856
H 2.4020 2.3051 0.0665
H 3.5154 1.3913 -0.6728
O 0.6019 -4.0239 0.1830
H 0.5227 -4.0329 -0.7278
H 0.3987 -5.0233 0.2922
O -3.5045 -1.7687 -1.2417
H -2.6219 -1.9637 -0.7378
H -4.1463 -2.3157 -0.8975
O -1.6100 -2.3576 0.5689
H -1.5806 -2.5804 1.4908
H -0.6130 -2.3772 0.4063
O -2.8557 1.9364 -1.3591
H -2.2247 1.9534 -2.1884
H -3.4223 2.7888 -1.3820

Entry 4:
The following is a DFT calculation (ωB97M-V/def2-TZVPD) of 2 unconnected molecules or ions with the total composition C4H8Br2Si in a non-equilibrium geometry.

F_max ... 0.0832 hartree/bohr
HOMO energy (spin up / spin down) ... -9.552 / -8.102 eV
M ... 244.0 g mol⁻¹
ΔE to the lowest compared entry with this formula, charge and spin ... 603.5 kJ/mol

Geometry (Å):
C -1.3862 0.9526 -0.3983
C 0.9191 -0.3850 -0.2068
C -0.0027 0.5768 -0.5960
C -2.3549 0.3651 0.5697
Si 2.7113 -0.3955 -0.5105
Br -1.3523 -2.8292 2.1948
Br 0.8443 1.8495 -1.8935
H -1.9089 1.7760 -0.8210
H 0.5280 -1.1855 0.3847
H -3.2494 0.9375 0.4783
H -1.8299 0.6883 1.5902
H -2.4037 -0.6797 0.8023
H 2.9783 -1.4547 0.3419
H 3.5695 0.5345 0.0008
H 2.9375 -0.7505 -1.9365

Entry 5:
The following is a DFT calculation (ωB97M-V/def2-TZVPD) of a single C7H5BrOS molecule in a non-equilibrium geometry.

F_max ... 0.0640 hartree/bohr
HOMO energy ... -9.509 eV
M ... 217.1 g mol⁻¹
ΔE to the lowest compared entry with this formula, charge and spin ... 239.5 kJ/mol

Geometry (Å):
C 0.2218 0.2506 -1.2185
C 0.1815 1.6070 -0.9423
C -0.0290 -0.7700 -0.2824
C -0.1701 1.9143 0.3569
C -0.4213 0.9904 1.3214
C -0.3289 -0.4618 1.0368
C 0.0270 -2.1897 -0.7579
O 0.6838 3.0728 2.6751
S -0.5229 2.6763 1.9758
Br -0.6264 -1.7162 2.4138
H 0.4733 -0.0686 -2.2220
H 0.4091 2.3497 -1.6903
H 0.8892 -2.3487 -1.4026
H 0.0826 -2.8903 0.0713
H -0.8697 -2.4157 -1.3352

Entry 6:
The following is a DFT calculation (ωB97M-V/def2-TZVPD) of a molecular structure, C3H7OSn in a non-equilibrium geometry.

Total charge ... +1
F_max ... 0.0948 hartree/bohr
HOMO energy ... -13.767 eV
M ... 177.8 g mol⁻¹
ΔE to the lowest compared entry with this formula, charge and spin ... 73.3 kJ/mol

Geometry (Å):
Sn -0.4409 2.6733 0.1848
C 0.1947 0.6837 -0.9270
C -0.5800 -0.1420 0.1461
C 0.3139 -1.2288 0.7408
O -1.3165 0.5416 1.0625
H -0.2526 1.4723 -1.5320
H 0.7826 -0.0022 -1.5370
H 0.9462 1.2029 -0.3323
H -1.2752 -0.6944 -0.4860
H 1.0484 -0.7364 1.3780
H 0.8109 -1.8105 -0.0355
H -0.2315 -1.9596 1.3379

Entry 7:
The following is a DFT calculation (ωB97M-V/def2-TZVPD) of a molecular structure, C20H30N2O5 in a non-equilibrium geometry.

F_max ... 0.3690 hartree/bohr
HOMO energy ... -7.704 eV
M ... 378.5 g mol⁻¹
ΔE to the lowest compared entry with this formula, charge and spin ... 2152.0 kJ/mol

Geometry (Å):
C 2.0199 2.2542 2.6629
H 1.6561 3.2539 2.7798
O 1.0667 1.2604 2.1513
C 0.5212 1.4823 1.0239
C 0.8172 2.7523 0.2239
C 0.0575 2.7730 -0.8769
C -0.8313 1.7833 -1.2858
C -0.7506 0.4982 -0.6772
C -0.1684 0.3499 0.6136
O -0.6090 -0.7645 1.1362
C -0.0266 -1.6284 2.3569
C -0.3268 -0.8864 3.6856
H -1.4312 -0.6373 3.6579
H -0.1862 0.1792 3.6348
C 0.3136 -1.5128 4.7688
N 1.5326 -1.4969 4.7588
C 2.4204 -0.4473 5.1817
O 3.5636 -0.4536 4.8757
C 1.9461 0.1326 6.1926
H 1.0337 0.8438 6.0317
H 2.8453 0.8367 6.7176
H 1.4345 -0.4934 7.2797
C 1.9880 -2.3734 3.4876
C 1.3589 -1.6369 2.3255
H 1.9636 -2.3623 1.2351
H 1.9575 -0.6309 2.0270
H 3.1459 -2.0850 3.4548
H 1.6819 -3.4468 3.4949
H -0.1733 -1.0338 5.8632
H -0.2274 -2.5214 4.8051
H -0.4291 -2.5416 2.2354
H -1.3110 -0.3082 -1.0065
C -1.3422 1.7687 -2.8179
O -0.7630 2.6191 -3.6348
N -2.4496 1.1835 -2.9578
H -2.9293 0.4091 -2.2693
C -3.0129 1.0863 -4.3406
C -3.4606 -0.3207 -4.7942
O -2.2119 -0.6275 -5.7997
C -0.9037 -0.6598 -5.2415
C -0.7057 -1.4771 -4.3111
H 0.3552 -1.6456 -3.8937
H -1.0345 -1.3043 -3.2591
H -0.8341 -2.4178 -4.5711
C 0.1003 -0.8404 -6.5506
H 1.0166 -0.5835 -6.5284
H -0.3283 0.0682 -7.4435
H -0.2557 -1.6096 -7.1032
H -0.5422 0.3844 -5.0533
H -3.2323 -1.1385 -3.9485
H -4.0991 -0.4587 -5.5104
H -4.1514 1.4078 -4.1441
H -2.6234 1.7374 -5.1409
H 0.1165 3.6620 -1.5792
H 1.1242 3.4807 0.5884
H 2.3692 1.7344 3.5933
H 2.9446 2.4030 1.8955

Entry 8:
The following is a DFT calculation (ωB97M-V/def2-TZVPD) of a molecular structure, C18H42CrN3O2P2 in a non-equilibrium geometry.

Expectation value of S² ... 6.035
Total charge ... +1
F_max ... 0.0850 hartree/bohr
HOMO energy (spin up / spin down) ... -8.670 / -11.855 eV
M ... 446.5 g mol⁻¹
2S+1 ... 5

Geometry (Å):
Cr -0.1530 0.0078 -0.5131
P 0.0852 -2.2632 -0.7474
P 0.0838 2.2891 -0.4734
N 1.8748 0.0709 -1.5349
C 1.7387 -2.3839 -1.5079
H 2.2466 -3.3081 -1.1910
H 1.5818 -2.4453 -2.5959
C 2.6390 -1.1760 -1.2524
H 3.0470 -1.1679 -0.2317
H 3.5091 -1.1980 -1.9281
C 2.6395 1.2723 -1.1025
H 3.5062 1.3731 -1.7743
H 3.0493 1.1388 -0.0913
C 1.7382 2.5006 -1.2102
H 1.5822 2.6963 -2.2828
H 2.2453 3.3769 -0.7799
C 0.2215 3.1254 1.1750
C -1.0406 2.9786 2.0165
H -0.7628 3.0860 3.0734
H -1.5338 2.0057 1.9031
H -1.7740 3.7620 1.7878
C -1.0796 3.2331 -1.5483
C -2.4672 3.4001 -0.9201
H -3.1661 3.7211 -1.7050
H -2.4733 4.1768 -0.1433
H -2.8592 2.4672 -0.4943
C -1.0801 -3.0750 -1.9264
C -2.4622 -3.3311 -1.3165
H -3.1649 -3.5507 -2.1326
H -2.8571 -2.4651 -0.7693
H -2.4590 -4.2039 -0.6492
C 0.2468 -3.2884 0.7849
C -0.9964 -3.2391 1.6671
H -0.7178 -3.5893 2.6702
H -1.7898 -3.8978 1.2930
H -1.4082 -2.2282 1.7663
C -1.8554 -0.0491 0.3313
C -0.5298 4.5727 -2.0487
H -0.4334 5.3044 -1.2381
H 0.4399 4.4727 -2.5468
H -1.2339 4.9847 -2.7829
C -0.5242 -4.3366 -2.5951
H -1.2316 -4.6594 -3.3698
H 0.4406 -4.1667 -3.0840
H -0.4154 -5.1630 -1.8827
C 0.6874 -4.7359 0.5454
H 0.9951 -5.1619 1.5118
H -0.1374 -5.3576 0.1677
H 1.5441 -4.8317 -0.1338
C 0.6807 4.5844 1.1184
H -0.1297 5.2621 0.8076
H 0.9791 4.8889 2.1338
H 1.5508 4.7530 0.4685
H 1.0245 2.5313 1.6401
H 1.0592 -2.7549 1.3087
H -1.1768 2.5491 -2.4109
H -1.1874 -2.2887 -2.6953
O -2.8542 -0.1054 0.9707
H 1.9126 0.1343 -2.5467
H -1.4318 0.0898 -1.4116
N 1.5448 0.1031 4.2842
C 0.6350 -0.0914 3.2913
N -0.6567 -0.1117 3.7170
O 0.9868 -0.2171 2.0922
H 1.2694 0.1945 5.2425
H 2.5224 0.0938 4.0295
H -1.4106 -0.2716 3.0643
H -0.8538 -0.0867 4.7058

Entry 9:
The following is a DFT calculation (ωB97M-V/def2-TZVPD) of 2 unconnected molecules or ions with the total composition C16H15NO5S in a non-equilibrium geometry.

F_max ... 0.3328 hartree/bohr
HOMO energy ... -9.030 eV
M ... 333.4 g mol⁻¹
ΔE to the lowest compared entry with this formula, charge and spin ... 1230.6 kJ/mol

Geometry (Å):
C -3.2620 -3.9925 0.5275
C -3.3402 -2.5134 0.2623
O -4.4076 -1.8594 0.2417
N -2.2333 -1.9018 0.0656
C -2.0174 -0.7039 -0.2765
C -3.0934 0.3631 0.0196
C -2.8173 1.6572 -0.0857
C -1.4477 2.1950 -0.6909
C -0.4946 1.2372 -0.7634
C -0.7044 -0.1643 -0.4538
S 0.5237 -1.1188 -0.6679
O 0.2934 -2.3028 0.1605
O 0.6257 -1.8653 -2.1897
C 2.1179 -0.3639 -0.2425
C 2.3348 -0.1348 0.9108
C 3.4448 0.5135 1.4819
C 4.4722 0.7151 0.4177
C 4.1275 0.4730 -0.8724
C 3.1002 -0.0305 -1.3443
H 2.7349 -0.3762 -2.1770
H 4.8272 0.7710 -1.8197
C 5.5924 1.6721 0.8763
H 6.4524 0.9597 1.0846
H 5.4946 2.3163 1.7213
H 6.1035 2.2946 -0.3732
H 3.8042 0.8332 2.3729
H 1.6375 -0.5742 1.7950
H 0.6084 1.6454 -0.9569
H -1.2963 3.1824 -0.6246
C -3.7358 2.8005 -0.0899
O -3.5468 4.1268 -0.3683
O -5.0174 2.3367 -0.0099
H -5.5985 3.1268 0.1782
H -4.0710 0.0297 0.1803
H -1.4819 -2.5103 0.1312
H -2.6126 -3.9903 1.3221
H -4.2524 -4.4508 0.4437
H -2.8649 -4.3961 -0.1866

Entry 10:
The following is a DFT calculation (ωB97M-V/def2-TZVPD) of 11 unconnected molecules or ions with the total composition C35H95F3N7O16S in a non-equilibrium geometry.

Total charge ... -1
F_max ... 0.0901 hartree/bohr
HOMO energy ... -6.351 eV
M ... 959.2 g mol⁻¹
ΔE to the lowest compared entry with this formula, charge and spin ... 191.6 kJ/mol

Geometry (Å):
C -1.0174 0.1049 -1.2368
F -1.2206 -0.3308 -2.4420
F -0.6799 1.4036 -1.2803
F -2.0662 -0.0969 -0.5169
S 0.4850 -0.8312 -0.3592
O 0.1227 -2.2322 -0.2073
O 1.6246 -0.6776 -1.2938
O 0.7316 -0.1541 0.9030
C -4.7804 2.9259 -1.6372
C -3.4144 3.0603 -0.8774
O -3.5813 4.1552 0.0186
O -5.1197 4.1509 -2.2882
H -5.6588 2.6246 -1.0665
H -4.6100 2.1596 -2.3934
H -2.6289 3.3123 -1.5899
H -3.2786 2.0922 -0.3954
H -3.1601 3.7969 0.8033
H -5.0828 4.8715 -1.6549
C 2.4647 -2.1111 -4.4819
C 3.1647 -2.8471 -3.2780
O 4.5527 -2.5859 -3.1616
O 2.6623 -2.6872 -5.7215
H 2.6991 -1.0471 -4.4518
H 1.3931 -2.1545 -4.2872
H 2.8647 -3.8882 -3.3966
H 2.5951 -2.5471 -2.3984
H 4.8402 -2.6804 -4.0727
H 2.0795 -3.4485 -5.7707
C -1.3464 -5.0951 0.4952
C -2.4085 -4.1328 0.9160
O -1.7908 -2.9772 1.3998
O -0.6768 -4.8621 -0.6732
H -1.7239 -6.1083 0.3572
H -0.6557 -5.0962 1.3383
H -2.9813 -4.4905 1.7716
H -3.1216 -3.9130 0.1214
H -1.1657 -2.6353 0.7565
H -0.2852 -3.9967 -0.5347
C 0.7078 0.7346 4.3879
C 1.9316 -0.2530 4.1552
C 1.3826 -1.7264 4.0538
O 0.5393 -2.0695 5.1903
C 0.0106 -3.3910 5.0735
N 2.6092 0.0676 2.9142
H 1.0517 1.7414 4.1511
H 0.2844 0.6999 5.3917
H -0.0490 0.6067 3.6140
H 2.5799 -0.1897 5.0292
H 2.2678 -2.3577 4.1312
H 0.9239 -1.7575 3.0654
H -0.4886 -3.5746 4.1221
H -0.7483 -3.4607 5.8528
H 0.8541 -4.0794 5.1251
H 1.8758 0.1469 2.2243
H 2.8829 1.0389 2.8729
C -0.7973 2.7297 1.4337
C -1.4523 3.3759 2.7513
C -0.9839 4.7563 3.1789
O 0.3276 4.4916 3.7681
C 0.8780 5.4820 4.5659
N -2.8602 3.3390 2.5114
H -0.9593 3.3268 0.5363
H -1.2704 1.7839 1.1693
H 0.2517 2.4537 1.5410
H -1.3061 2.7148 3.6055
H -1.6507 5.2755 3.8673
H -0.8010 5.3624 2.2916
H 0.8322 6.4319 4.0333
H 1.9589 5.4347 4.6986
H 0.5300 5.6027 5.5918
H -3.2197 2.4071 2.3620
H -3.2985 3.6194 3.3771
C 1.2982 1.7168 -5.0123
C 2.2623 2.6670 -4.2290
C 3.3272 3.4074 -5.1345
O 4.2242 2.4899 -5.7551
C 5.2765 2.0850 -4.9221
N 1.4012 3.5835 -3.5585
H 0.6760 1.0325 -4.4355
H 1.8393 0.9704 -5.5939
H 0.6601 2.2767 -5.6961
H 2.8088 2.1637 -3.4314
H 3.9105 4.2158 -4.6937
H 2.7563 3.7727 -5.9881
H 5.0631 2.0898 -3.8532
H 6.1291 2.7482 -5.0680
H 5.6287 1.0708 -5.1105
H 2.0071 4.1354 -2.9684
H 0.8252 3.0974 -2.8862
C -8.7339 1.1922 -2.9216
C -7.6946 0.2405 -3.5004
C -6.6466 -0.3182 -2.5591
O -5.4469 -0.6817 -3.2017
C -4.4156 -1.0166 -2.3166
N -8.4765 -0.7764 -4.2887
H -8.2022 1.9117 -2.2989
H -9.3981 0.6076 -2.2851
H -9.2276 1.7913 -3.6868
H -6.9889 0.6495 -4.2235
H -7.0930 -1.2186 -2.1372
H -6.4574 0.4089 -1.7694
H -3.5477 -1.2478 -2.9343
H -4.6255 -1.9290 -1.7586
H -4.1908 -0.1779 -1.6577
H -9.1650 -1.2472 -3.7191
H -7.8368 -1.5357 -4.4740
C 2.3329 -4.3321 1.8344
C 3.8587 -4.6932 1.7432
C 4.2555 -4.2605 0.2879
O 5.4799 -4.9022 0.0327
C 5.8929 -4.6849 -1.3291
N 4.5636 -3.9443 2.7281
H 1.7071 -4.9068 1.1517
H 2.0737 -3.3124 1.5494
H 1.9381 -4.5610 2.8243
H 3.9332 -5.7760 1.8441
H 4.2745 -3.1841 0.1173
H 3.4668 -4.6705 -0.3428
H 5.1144 -5.0601 -1.9934
H 6.7731 -5.3050 -1.4990
H 6.1493 -3.6449 -1.5307
H 5.4660 -4.3980 2.7194
H 4.1727 -4.4012 3.5396
C -2.9595 -0.8531 4.9492
C -3.6426 0.3258 4.2545
C -3.7465 0.0101 2.7874
O -4.3800 1.0379 1.9859
C -5.6543 0.8251 1.4385
N -4.9962 0.5235 4.8359
H -2.0567 -1.1492 4.4150
H -3.6426 -1.6977 5.0395
H -2.5996 -0.4548 5.8978
H -3.0571 1.2381 4.3682
H -4.3525 -0.8946 2.7381
H -2.7838 -0.2262 2.3342
H -5.9725 1.7582 0.9735
H -6.4067 0.4772 2.1463
H -5.6304 0.0936 0.6307
H -5.4891 1.2667 4.3618
H -5.5957 -0.2374 4.5500
C 3.9753 1.7224 0.0528
C 4.6670 0.7643 -0.9112
C 6.1748 0.9084 -0.7849
O 6.4822 2.2383 -1.2372
C 7.8661 2.6005 -1.2968
N 4.2623 -0.6158 -0.6456
H 4.2914 2.7446 -0.1551
H 4.2166 1.5280 1.0978
H 2.8973 1.6911 -0.1054
H 4.4904 0.9814 -1.9647
H 6.7289 0.1466 -1.3333
H 6.4722 0.8227 0.2602
H 7.8223 3.5037 -1.9055
H 8.4776 1.8839 -1.8450
H 8.2177 2.7752 -0.2799
H 4.6130 -1.1722 -1.4122
H 3.2918 -0.4990 -0.8997

Entry 11:
The following is a DFT calculation (ωB97M-V/def2-TZVPD) of a molecular structure, C2H7INP in a non-equilibrium geometry.

F_max ... 0.0524 hartree/bohr
HOMO energy (spin up / spin down) ... -8.462 / -8.681 eV
M ... 203.0 g mol⁻¹
ΔE to the lowest compared entry with this formula, charge and spin ... 161.9 kJ/mol

Geometry (Å):
C 0.5405 -1.5442 0.3677
C -1.5427 1.0752 -0.1774
N 0.8400 -0.3443 -0.3522
P 0.3080 1.2234 0.2584
I 3.2781 -0.0274 -0.0648
H -0.4969 -1.5114 0.6063
H 0.8987 -2.3276 -0.4126
H 1.1413 -1.3994 1.3101
H -2.0468 2.0413 -0.1722
H -1.9308 0.5589 0.6880
H -1.9382 0.6061 -1.1427
H 0.9489 1.6494 -0.9086

Question: Look up the F_max of the tenth one.
Answer: 0.0901 hartree/bohr